No. 1
This record from the Open Molecules 2025 dataset describes one molecule with the formula C5H3NOS. The level of theory is wB97M-V/def2-TZVPD.

Structure (ORCA input):
```
! RIJCOSX wB97M-V def2-TZVPD def2/J DEFGRID3
* xyz 0 1
C -1.398 0.547 0.138
C -0.431 1.590 0.017
C -1.223 -0.743 -0.115
C 2.351 0.564 0.206
C 2.339 -0.656 -0.138
N -1.009 -1.861 0.226
O 2.333 -1.816 -0.333
S 1.257 1.750 -0.199
H -2.415 0.716 0.434
H -0.869 2.670 0.097
H -0.935 -2.762 -0.333
*
```

Results
Total energy, eV: -19601.247
Kohn-Sham gap (spin up / spin down), eV: 6.532 / 6.544

***

No. 2
This record from the Open Molecules 2025 dataset describes a 10-piece molecular cluster, C42H112N8O15 overall. The level of theory is wB97M-V/def2-TZVPD.

Structure (ORCA input):
```
! RIJCOSX wB97M-V def2-TZVPD def2/J DEFGRID3
* xyz 0 1
C 5.295 9.452 -4.260
O 5.616 8.221 -3.592
C 4.615 7.864 -2.598
C 5.364 7.270 -1.388
C 4.355 6.918 -0.215
N 6.304 8.239 -0.951
H 4.530 9.200 -4.995
H 6.179 9.853 -4.756
H 4.969 10.244 -3.585
H 3.936 8.683 -2.360
H 3.957 7.158 -3.103
H 5.829 6.374 -1.798
H 4.094 7.824 0.332
H 4.834 6.146 0.386
H 3.414 6.459 -0.519
H 5.722 9.028 -0.707
H 6.626 8.639 -1.821
C 10.799 2.124 -5.102
O 9.454 1.691 -5.320
C 8.582 2.002 -4.214
C 7.104 1.944 -4.732
C 6.904 0.646 -5.551
N 6.943 3.122 -5.490
H 10.909 3.198 -4.953
H 11.287 2.008 -6.070
H 11.449 1.486 -4.502
H 8.750 1.210 -3.484
H 8.905 2.908 -3.701
H 6.405 2.076 -3.906
H 7.591 0.550 -6.392
H 5.921 0.736 -6.015
H 6.871 -0.251 -4.933
H 6.960 3.892 -4.837
H 7.794 3.270 -6.013
C -10.618 2.041 -6.012
O -9.227 2.146 -6.030
C -8.520 0.908 -6.238
C -6.969 1.186 -6.369
C -6.061 -0.048 -6.229
N -6.439 2.251 -5.539
H -11.031 2.978 -5.640
H -10.962 1.229 -5.371
H -10.948 1.893 -7.040
H -8.846 0.191 -5.485
H -8.798 0.413 -7.169
H -6.847 1.688 -7.328
H -6.346 -0.682 -7.069
H -6.204 -0.584 -5.291
H -4.987 0.133 -6.189
H -7.067 3.041 -5.563
H -6.208 2.158 -4.560
C -12.506 1.092 2.293
O -11.872 1.196 1.054
C -10.708 0.431 0.999
C -9.484 1.093 1.621
C -8.974 2.349 0.941
N -8.454 0.046 1.673
H -12.195 1.923 2.926
H -12.599 0.108 2.753
H -13.576 1.145 2.095
H -10.930 -0.531 1.461
H -10.398 0.152 -0.009
H -9.747 1.339 2.650
H -8.481 2.197 -0.019
H -8.198 2.853 1.518
H -9.746 3.105 0.802
H -8.363 -0.013 2.677
H -7.605 0.359 1.224
C 6.874 -5.598 -0.516
O 7.793 -6.268 0.358
C 8.734 -7.111 -0.270
C 9.692 -7.695 0.783
C 10.292 -9.074 0.318
N 9.025 -7.799 2.101
H 6.215 -6.275 -1.058
H 7.398 -4.909 -1.180
H 6.220 -4.996 0.114
H 8.289 -7.778 -1.008
H 9.390 -6.499 -0.889
H 10.624 -7.151 0.936
H 9.682 -9.974 0.396
H 11.142 -9.164 0.995
H 10.843 -8.912 -0.608
H 8.292 -7.107 2.163
H 8.499 -8.658 2.029
C 0.778 0.280 12.309
O 1.954 0.846 12.011
C 2.331 0.784 10.656
C 3.459 1.754 10.226
N 3.139 3.172 10.126
C 1.855 3.525 9.605
C 1.916 3.442 8.006
O 1.582 2.160 7.456
C 2.549 1.565 6.594
H 0.071 0.868 11.722
H 0.504 0.533 13.333
H 0.736 -0.784 12.079
H 1.562 0.953 9.902
H 2.754 -0.201 10.459
H 3.825 1.486 9.235
H 4.324 1.560 10.860
H 3.292 3.754 10.938
H 1.693 4.551 9.936
H 1.008 2.975 10.015
H 2.861 3.785 7.585
H 1.226 4.164 7.571
H 2.586 2.083 5.636
H 2.117 0.581 6.413
H 3.528 1.262 6.964
C -1.694 7.687 3.268
O -1.704 6.419 3.699
C -2.759 5.581 3.102
C -2.919 4.382 4.055
N -3.970 4.677 5.093
C -4.051 3.509 5.856
C -4.505 3.893 7.321
O -4.444 2.843 8.227
C -4.436 3.245 9.587
H -2.630 8.146 3.587
H -1.442 7.679 2.208
H -0.985 8.316 3.808
H -2.547 5.152 2.122
H -3.655 6.173 2.916
H -1.987 3.957 4.427
H -3.412 3.587 3.496
H -3.478 5.494 5.425
H -3.176 2.927 6.141
H -4.715 2.887 5.256
H -5.512 4.297 7.227
H -3.865 4.719 7.632
H -5.308 3.749 10.003
H -3.497 3.743 9.831
H -4.573 2.375 10.228
C 4.578 -9.997 -5.705
O 3.197 -10.299 -5.600
C 2.362 -9.801 -4.530
C 0.947 -9.444 -4.911
N 0.733 -8.626 -6.042
C 1.345 -7.303 -5.995
C 0.477 -6.205 -6.411
O 1.004 -4.861 -6.600
C 1.808 -4.665 -7.815
H 5.120 -10.404 -6.559
H 5.148 -10.287 -4.823
H 4.566 -8.916 -5.843
H 2.727 -8.861 -4.116
H 2.354 -10.522 -3.713
H 0.503 -8.815 -4.139
H 0.250 -10.282 -4.880
H -0.250 -8.425 -6.155
H 2.275 -7.221 -6.557
H 1.644 -6.918 -5.020
H -0.417 -5.927 -5.852
H 0.063 -6.441 -7.391
H 2.808 -4.989 -7.526
H 1.634 -3.627 -8.100
H 1.331 -5.327 -8.538
O 0.986 -1.565 -2.489
C 0.741 -0.182 -2.252
C 0.092 -0.023 -0.925
O -1.251 -0.322 -0.758
H 0.735 -1.585 -3.415
H 1.715 0.294 -2.136
H 0.126 0.152 -3.087
H 0.083 1.038 -0.672
H 0.663 -0.616 -0.211
H -1.337 -1.273 -0.663
O -10.129 -5.577 -1.772
C -9.083 -4.734 -1.455
C -7.740 -5.445 -1.298
O -7.760 -6.222 -0.179
H -10.445 -6.310 -1.239
H -8.973 -3.802 -2.010
H -9.268 -4.418 -0.429
H -6.914 -4.741 -1.199
H -7.510 -5.928 -2.248
H -8.687 -6.114 0.047
*
```

Results
SMILES string: COC[C@H](C)N.COC[C@H](C)N.COC[C@H](C)N.COC[C@H](C)N.COC[C@H](C)N.COCCNCCOC.COCCNCCOC.COCCNCCOC.OCCO.OCCO
Total energy, eV: -87986.983
Kohn-Sham gap, eV: 8.771

***

No. 3
This record from the Open Molecules 2025 dataset describes a 12-piece molecular cluster, C41H111N5O12 overall. The level of theory is wB97M-V/def2-TZVPD.

Structure (ORCA input):
```
! RIJCOSX wB97M-V def2-TZVPD def2/J DEFGRID3
* xyz 0 1
C 1.914 -4.626 0.592
O 1.071 -5.396 -0.150
C 0.565 -4.693 -1.292
C -0.642 -5.462 -1.871
C -0.378 -6.680 -2.700
N -1.476 -4.536 -2.674
H 2.495 -5.319 1.300
H 1.284 -3.895 1.166
H 2.617 -4.093 -0.059
H 0.087 -3.719 -0.960
H 1.367 -4.449 -2.051
H -1.179 -5.805 -0.994
H 0.485 -7.204 -2.310
H -0.261 -6.415 -3.732
H -1.241 -7.346 -2.687
H -1.968 -3.864 -2.014
H -2.152 -5.094 -3.113
C -4.623 4.333 -2.685
O -3.880 3.180 -2.915
C -3.954 2.214 -1.901
C -3.353 0.971 -2.467
C -3.424 -0.142 -1.512
N -2.043 1.174 -2.972
H -4.693 4.858 -3.642
H -4.129 5.009 -1.949
H -5.651 4.085 -2.330
H -3.419 2.573 -0.992
H -4.969 2.085 -1.543
H -4.039 0.723 -3.258
H -2.832 -0.966 -1.848
H -4.447 -0.510 -1.336
H -3.037 0.347 -0.616
H -1.467 1.497 -2.210
H -2.112 1.926 -3.636
C -2.529 -5.087 1.176
O -3.114 -3.799 1.291
C -2.963 -3.274 2.608
C -3.978 -3.861 3.589
C -5.390 -3.503 3.237
N -3.729 -3.356 4.972
H -2.811 -5.762 1.966
H -1.438 -4.985 1.176
H -2.852 -5.577 0.197
H -1.947 -3.400 3.036
H -3.219 -2.188 2.586
H -3.850 -4.930 3.682
H -5.439 -3.537 2.129
H -5.847 -2.643 3.617
H -6.095 -4.257 3.532
H -3.068 -3.967 5.454
H -4.572 -3.476 5.468
C -1.034 4.640 -0.892
O -0.098 5.281 -1.704
C -0.011 6.643 -1.429
C 0.847 7.317 -2.525
C 2.314 6.878 -2.476
N 0.791 8.771 -2.355
H -1.997 5.125 -1.081
H -0.758 4.657 0.155
H -1.075 3.583 -1.130
H -0.994 7.089 -1.493
H 0.403 6.908 -0.424
H 0.405 7.056 -3.495
H 2.805 7.271 -1.563
H 2.908 7.262 -3.354
H 2.409 5.780 -2.517
H 1.413 9.300 -2.970
H -0.156 9.037 -2.504
C -0.106 -1.027 3.213
O 0.584 -0.575 2.073
C -0.097 -1.085 0.911
C 0.419 -0.331 -0.307
C 1.961 -0.407 -0.357
N -0.171 1.040 -0.204
H -1.177 -0.892 3.046
H 0.229 -0.584 4.119
H 0.131 -2.125 3.365
H 0.010 -2.154 0.984
H -1.187 -0.879 0.999
H 0.058 -0.877 -1.252
H 2.200 0.358 -1.108
H 2.207 -1.482 -0.566
H 2.406 -0.129 0.648
H -0.163 1.269 0.815
H 0.440 1.717 -0.664
C 0.795 3.310 -4.472
C 1.906 2.339 -4.040
C 3.154 3.017 -3.496
O 1.405 1.419 -3.033
H 0.158 2.870 -5.292
H 1.216 4.274 -4.874
H 0.160 3.449 -3.624
H 2.227 1.707 -4.924
H 3.494 3.705 -4.224
H 3.813 2.238 -3.148
H 2.848 3.668 -2.632
H 0.888 0.721 -3.527
C -1.297 -2.446 -5.098
C -0.094 -1.918 -4.290
C 1.159 -2.485 -4.783
O -0.072 -0.498 -4.314
H -2.192 -1.898 -4.805
H -1.459 -3.501 -4.941
H -1.063 -2.441 -6.215
H -0.346 -2.260 -3.284
H 1.408 -2.120 -5.848
H 1.059 -3.592 -4.754
H 2.013 -2.350 -4.110
H -0.896 -0.107 -3.986
C 4.886 -0.966 2.495
C 4.493 -2.417 2.618
C 5.612 -3.119 3.407
O 3.350 -2.490 3.548
H 5.800 -0.783 1.945
H 5.085 -0.556 3.446
H 4.068 -0.437 2.075
H 4.250 -2.917 1.686
H 5.716 -2.682 4.441
H 6.517 -3.063 2.844
H 5.186 -4.180 3.548
H 2.738 -3.140 3.156
C -5.102 1.279 3.128
C -4.142 2.375 2.691
C -2.670 1.879 2.643
O -4.535 2.753 1.348
H -6.153 1.527 3.047
H -4.858 0.928 4.151
H -4.977 0.387 2.465
H -4.302 3.234 3.348
H -2.585 1.172 1.811
H -2.497 1.359 3.575
H -2.007 2.716 2.483
H -4.263 3.672 1.304
C 4.545 -3.094 -3.236
C 5.749 -2.469 -2.556
C 5.362 -1.291 -1.688
O 6.352 -3.451 -1.667
H 4.109 -2.562 -4.026
H 3.746 -3.341 -2.526
H 4.722 -4.041 -3.779
H 6.468 -2.076 -3.258
H 4.891 -1.751 -0.781
H 4.592 -0.669 -2.115
H 6.289 -0.755 -1.433
H 6.923 -4.013 -2.211
C 3.062 4.010 -0.201
C 2.910 3.450 1.187
C 4.168 3.590 2.045
O 1.809 4.188 1.806
H 2.086 3.914 -0.639
H 3.792 3.328 -0.698
H 3.400 5.028 -0.288
H 2.624 2.411 1.112
H 3.989 3.312 3.145
H 4.591 4.589 2.079
H 4.900 2.908 1.604
H 1.891 4.091 2.765
C -1.294 -0.908 7.225
C -2.528 -0.266 6.508
C -2.661 1.306 6.607
O -2.529 -0.499 5.133
H -1.413 -0.647 8.318
H -0.444 -0.371 6.896
H -1.131 -1.954 6.952
H -3.394 -0.663 7.023
H -1.785 1.831 6.292
H -2.849 1.451 7.680
H -3.579 1.545 6.029
H -2.850 -1.362 4.891
*
```

Results
SMILES string: COC[C@H](C)N.COC[C@H](C)N.COC[C@H](C)N.COC[C@H](C)N.COC[C@H](C)N.CC(C)O.CC(C)O.CC(C)O.CC(C)O.CC(C)O.CC(C)O.CC(C)O
Total energy, eV: -76332.966
Kohn-Sham gap, eV: 9.471

***

No. 4
This record from the Open Molecules 2025 dataset describes C54H48BrCl2IN3O7PSr as an isolated structure. The level of theory is wB97M-V/def2-TZVPD.

Structure (ORCA input):
```
! RIJCOSX wB97M-V def2-TZVPD def2/J DEFGRID3
* xyz -2 1
Sr 0.107 -0.172 -0.017
O 0.667 6.304 -0.860
C 0.367 4.985 -0.662
C 0.165 4.465 0.608
C -0.116 3.116 0.720
N -0.213 2.311 -0.333
C -0.051 2.828 -1.551
C 0.247 4.160 -1.770
C -0.273 1.831 -2.701
O -0.104 2.251 -3.851
O -0.631 0.683 -2.320
C -0.423 2.460 2.074
O -0.510 3.210 3.056
O -0.592 1.213 2.016
H 0.740 6.724 0.004
H 0.211 5.065 1.509
H 0.374 4.523 -2.779
I -2.155 -3.264 -0.701
C -3.678 -3.098 0.753
C -3.658 -4.107 1.681
C -4.686 -4.260 2.630
C -5.756 -3.422 2.593
C -5.811 -2.361 1.656
C -6.965 -1.542 1.630
C -7.062 -0.509 0.753
C -5.968 -0.207 -0.078
C -4.809 -0.944 -0.078
P -3.359 -0.201 -0.989
C -3.835 -0.604 -2.724
C -3.221 0.060 -3.788
C -3.513 -0.286 -5.098
C -4.410 -1.309 -5.374
C -5.019 -1.980 -4.326
C -4.735 -1.627 -3.014
C -3.765 1.590 -0.851
C -4.357 2.379 -1.836
C -4.540 3.740 -1.629
C -4.147 4.324 -0.434
C -3.570 3.545 0.560
C -3.374 2.190 0.346
C -4.732 -2.121 0.752
H -2.842 -4.816 1.666
H -4.632 -5.061 3.357
H -6.586 -3.546 3.278
H -7.769 -1.762 2.324
H -7.951 0.110 0.721
H -6.032 0.669 -0.707
H -2.488 0.828 -3.598
H -3.013 0.240 -5.902
H -4.625 -1.586 -6.400
H -5.712 -2.789 -4.524
H -5.218 -2.167 -2.210
H -4.658 1.934 -2.773
H -4.980 4.348 -2.411
H -4.277 5.390 -0.282
H -3.236 3.990 1.489
H -2.879 1.598 1.111
Br 3.478 1.532 -3.780
C 2.521 -0.051 -4.240
C 2.479 -0.426 -5.576
C 1.792 -1.586 -5.880
C 1.180 -2.296 -4.860
C 1.283 -1.819 -3.561
N 1.962 -0.709 -3.259
C 0.560 -2.550 -2.426
O -0.211 -3.474 -2.748
O 0.787 -2.142 -1.264
H 2.962 0.175 -6.333
H 1.726 -1.924 -6.907
H 0.602 -3.193 -5.032
Cl 3.557 -5.300 0.351
C 3.188 -3.633 -0.156
Cl 4.408 -2.997 -1.275
H 3.169 -2.999 0.720
H 2.231 -3.616 -0.654
C 3.493 -2.282 5.818
C 2.698 -2.307 4.535
C 1.718 -3.275 4.349
C 0.996 -3.280 3.153
C -0.082 -4.305 2.917
C 1.261 -2.333 2.189
C 2.228 -1.287 2.339
C 2.954 -1.348 3.568
N 2.347 -0.415 1.327
C 3.366 0.619 1.327
C 3.184 1.694 2.417
C 4.243 2.795 2.282
C 4.093 3.487 0.925
C 4.284 2.455 -0.189
C 5.689 1.860 -0.095
C 5.847 1.163 1.257
C 5.644 2.180 2.384
C 4.803 0.050 1.381
C 3.249 1.341 -0.028
H 3.277 -3.161 6.428
H 3.253 -1.394 6.408
H 4.566 -2.260 5.616
H 1.529 -4.026 5.109
H 0.133 -5.234 3.449
H -0.185 -4.527 1.853
H -1.047 -3.932 3.272
H 0.751 -2.431 1.236
H 3.729 -0.626 3.784
H 3.229 1.261 3.420
H 2.182 2.121 2.318
H 4.104 3.527 3.086
H 4.829 4.294 0.823
H 3.097 3.935 0.848
H 4.148 2.936 -1.162
H 6.444 2.649 -0.208
H 5.840 1.141 -0.906
H 6.853 0.731 1.331
H 6.406 2.967 2.323
H 5.762 1.687 3.356
H 4.966 -0.504 2.303
H 4.908 -0.664 0.558
H 3.345 0.598 -0.827
H 2.252 1.788 -0.107
*
```

Results
Total energy, eV: -188902.875
Kohn-Sham gap, eV: 5.418